Entry 1:
The following is a DFT calculation (ωB97M-V/def2-TZVPD) of a molecular structure, C22H32NO2PRuS5.

Atoms and positions in Å:
1 Ru 0.436 -1.130 0.804
2 S 2.757 4.963 3.950
3 C 2.272 3.606 3.184
4 S 3.360 2.334 2.712
5 C 2.165 1.303 2.008
6 C 0.859 1.776 2.036
7 S -0.474 0.951 1.332
8 S 0.604 3.298 2.797
9 S 2.595 -0.199 1.320
10 O 1.598 -2.690 -0.396
11 C 1.322 -2.130 -1.502
12 O 0.640 -1.103 -1.593
13 C 1.869 -2.780 -2.770
14 N 2.862 -3.859 -2.413
15 C 4.000 -3.807 -3.413
16 C 3.529 -2.815 -4.476
17 C 2.650 -1.844 -3.688
18 H 1.035 -3.233 -3.306
19 H 2.425 -4.778 -2.391
20 H 3.168 -3.676 -1.454
21 H 4.197 -4.800 -3.807
22 H 4.890 -3.446 -2.903
23 H 2.942 -3.321 -5.244
24 H 4.371 -2.328 -4.961
25 H 1.988 -1.253 -4.314
26 H 3.260 -1.156 -3.098
27 C 0.309 -4.240 2.332
28 C -1.079 -4.133 1.681
29 C -2.092 -4.928 2.501
30 C -1.027 -4.667 0.246
31 P -1.475 -2.293 1.658
32 C -1.597 -1.858 3.417
33 C -0.439 -1.397 4.055
34 C -0.450 -1.087 5.403
35 C -1.624 -1.235 6.130
36 C -2.771 -1.709 5.514
37 C -2.761 -2.025 4.164
38 C -3.066 -1.868 0.739
39 C -3.687 -0.609 1.349
40 C -4.100 -2.993 0.770
41 C -2.637 -1.598 -0.714
42 H 0.674 -5.264 2.235
43 H 0.277 -3.996 3.393
44 H 1.043 -3.588 1.845
45 H -1.750 -5.965 2.550
46 H -3.078 -4.933 2.041
47 H -2.173 -4.559 3.523
48 H -0.699 -5.708 0.269
49 H -0.318 -4.098 -0.356
50 H -2.005 -4.639 -0.234
51 H 0.488 -1.318 3.495
52 H 0.452 -0.743 5.892
53 H -1.639 -0.986 7.183
54 H -3.678 -1.842 6.089
55 H -3.660 -2.404 3.693
56 H -4.113 -0.802 2.332
57 H -4.492 -0.272 0.693
58 H -2.977 0.206 1.443
59 H -4.381 -3.275 1.784
60 H -3.770 -3.879 0.230
61 H -5.001 -2.626 0.274
62 H -1.970 -0.735 -0.780
63 H -3.518 -1.383 -1.322
64 H -2.132 -2.461 -1.151

Cartesian forces, eV/Å:
0.9177 1.1391 -0.5725
-0.1080 -0.3320 -0.2043
0.1328 0.4168 0.3029
-0.4783 -0.2231 -0.2240
0.5246 0.2911 0.1510
-0.1084 0.5790 0.2876
-0.1098 -0.9449 -0.2418
0.2375 -0.4804 -0.2389
-0.3981 -0.4833 -0.0459
-0.2761 0.2741 0.3620
0.2270 -0.2846 -0.2686
-0.1905 0.0713 0.3257
-0.2109 0.4524 0.0858
-0.0462 -0.0699 0.0941
0.2464 0.1312 -0.4388
-0.0821 0.0495 0.1231
0.1161 -0.0809 -0.0876
0.0386 -0.0820 -0.0059
-0.0477 -0.0347 -0.0377
0.0326 -0.0553 0.0729
-0.0463 -0.0597 0.1351
-0.0607 -0.0272 0.1255
0.0199 -0.0145 -0.0051
0.0027 -0.0169 -0.0055
-0.0413 -0.0079 0.0346
-0.0171 0.0006 0.0207
-0.0620 0.0516 -0.0306
0.0418 0.2823 -0.1699
-0.0324 -0.0865 0.0156
-0.0375 0.0618 0.0440
-0.5667 -0.4800 0.5124
0.2238 0.1173 -0.0575
-0.1602 -0.1364 -0.1377
0.0038 -0.0193 0.0296
0.0423 0.0445 0.0500
-0.0785 -0.0412 0.0115
-0.0097 -0.0130 -0.0997
0.2858 -0.0297 -0.0330
-0.0104 -0.0159 -0.0331
-0.0547 -0.0116 -0.0138
-0.0208 -0.0027 0.1042
-0.0230 -0.0188 0.0020
-0.0044 0.0077 0.0083
0.0471 -0.0863 0.0211
0.0186 0.0057 0.0183
0.0764 -0.0613 0.0874
0.0040 -0.0169 -0.0038
0.0026 -0.0036 0.0058
0.0114 -0.0388 -0.0561
0.1008 -0.0449 -0.0237
0.0581 0.1038 0.0636
-0.0079 0.0015 -0.0183
-0.0125 -0.0196 -0.0014
-0.0041 0.0131 -0.0132
0.0096 0.0000 0.0979
-0.0074 0.0591 -0.0711
-0.0005 -0.0234 -0.0118
0.0484 0.1080 0.0251
-0.0272 0.0072 -0.0560
-0.0848 0.0373 0.0682
0.0047 0.0054 -0.0150
-0.0156 0.0134 -0.0549
-0.0225 -0.0023 0.0286
-0.0107 0.0250 -0.0372

## Properties
Spin multiplicity: 5
Expectation value of S²: 6.066
HOMO (alpha / beta) (eV): -13.367 / -14.226
Relative energy (zero: lowest compared OMol25 entry of this formula, charge and spin) (kcal per mole): 0.0
E_LUMO (alpha / beta) (hartree): -0.24125 / -0.31088
E_tot (hartree): -3489.41468
Charge: +2

***

Entry 2:
The following is a DFT calculation (ωB97M-V/def2-TZVPD) of a molecular structure, C22H33AgN2O9P3S2.

Atoms and positions in Å:
1 Ag -0.523 0.317 1.178
2 N 3.018 -0.893 3.070
3 C 3.267 0.245 2.112
4 C 4.762 0.519 2.067
5 P 2.550 -0.208 0.483
6 O 3.654 -1.273 -0.105
7 O 2.514 0.980 -0.401
8 O 1.356 -1.054 0.810
9 P 2.380 1.634 3.011
10 O 2.989 2.946 2.339
11 O 2.914 1.459 4.395
12 O 0.918 1.515 2.715
13 H 3.601 -1.707 2.882
14 H 2.029 -1.190 3.021
15 H 3.179 -0.498 4.014
16 H 5.318 -0.367 1.748
17 H 5.121 0.850 3.043
18 H 4.949 1.319 1.351
19 H 4.166 -0.819 -0.783
20 H 2.406 3.231 1.607
21 C -1.969 3.496 1.696
22 O -1.452 3.728 0.378
23 P -0.116 2.859 0.004
24 O 1.053 3.874 0.553
25 C 1.108 5.230 0.116
26 O -0.073 3.260 -1.565
27 C -0.242 2.186 -2.496
28 H -2.714 4.269 1.879
29 H -1.181 3.559 2.449
30 H -2.431 2.509 1.752
31 H 1.823 5.742 0.758
32 H 0.130 5.704 0.208
33 H 1.438 5.280 -0.921
34 H 0.119 2.544 -3.459
35 H -1.296 1.918 -2.581
36 H 0.343 1.317 -2.187
37 C -7.547 -1.869 0.665
38 C -6.547 -2.128 -0.262
39 C -5.239 -1.740 -0.015
40 C -4.896 -1.074 1.165
41 C -5.911 -0.843 2.097
42 C -7.221 -1.226 1.851
43 C -3.511 -0.649 1.488
44 C -2.557 -0.184 0.659
45 C -2.857 0.026 -0.767
46 C -2.127 -0.633 -1.764
47 C -2.415 -0.451 -3.107
48 C -3.408 0.438 -3.500
49 C -4.096 1.151 -2.525
50 C -3.824 0.950 -1.181
51 H -8.568 -2.172 0.468
52 H -6.785 -2.641 -1.186
53 H -4.470 -1.954 -0.744
54 H -5.661 -0.346 3.028
55 H -7.988 -1.024 2.589
56 H -3.301 -0.691 2.557
57 H -1.304 -1.276 -1.470
58 H -1.845 -0.991 -3.854
59 H -3.627 0.590 -4.549
60 H -4.854 1.869 -2.814
61 H -4.375 1.500 -0.427
62 S 0.146 -2.208 4.320
63 C 0.072 -3.010 2.871
64 N -0.845 -2.848 1.926
65 C -0.742 -3.653 0.725
66 C 0.717 -4.087 0.621
67 S 1.267 -4.199 2.350
68 H -1.447 -2.024 1.941
69 H -1.049 -3.057 -0.133
70 H -1.408 -4.518 0.808
71 H 1.319 -3.318 0.142
72 H 0.824 -5.051 0.131

Cartesian forces, eV/Å:
-0.1736 0.3422 0.0064
-0.0363 -0.0196 0.0222
0.0404 0.0372 0.0023
0.0136 0.0339 -0.0364
0.2138 -0.0001 -0.0545
0.0199 0.0151 0.0271
0.0138 0.0229 -0.0233
-0.1571 -0.1710 0.0188
-0.0606 -0.1357 0.0030
0.0210 0.1085 -0.0677
-0.0099 -0.0078 0.0082
-0.0061 -0.0084 0.0464
-0.0282 0.0013 -0.0115
0.0506 -0.0060 0.0207
-0.0304 -0.0117 -0.0129
-0.0029 -0.0075 0.0026
-0.0014 -0.0006 0.0057
0.0058 -0.0072 0.0050
0.0359 0.0057 -0.0116
-0.0267 0.0160 -0.0032
0.0045 0.0194 -0.0537
0.0046 -0.0218 0.0612
0.0985 0.0558 0.0457
-0.0613 -0.0929 -0.0134
0.0320 0.0303 0.0211
0.0357 -0.0098 -0.0699
-0.0395 0.0174 0.0133
-0.0103 -0.0127 0.0175
0.0006 -0.0020 0.0188
-0.0096 0.0042 0.0209
0.0003 -0.0041 -0.0059
-0.0108 -0.0050 -0.0044
-0.0012 -0.0038 -0.0011
0.0187 -0.0051 -0.0106
0.0623 0.0184 0.0084
-0.0192 0.0059 -0.0210
-0.0305 0.0011 0.0081
0.0230 -0.0024 -0.0109
-0.0186 0.0085 0.0267
-0.0142 -0.0342 -0.0129
0.0067 -0.0048 -0.0255
0.0039 0.0008 0.0080
-0.0088 0.1032 0.0360
0.0195 -0.1983 0.2144
0.1110 0.0624 -0.1161
-0.0001 -0.0272 -0.0178
-0.0471 -0.0713 -0.0085
-0.0303 0.0028 0.0162
0.0163 0.0050 -0.0260
-0.0252 -0.0216 0.0077
-0.0025 -0.0001 0.0031
-0.0002 -0.0020 -0.0054
0.0063 -0.0053 -0.0115
0.0080 0.0040 0.0077
-0.0079 -0.0029 0.0004
0.0412 -0.0239 -0.0185
-0.0350 -0.0017 0.0095
0.0112 0.0027 -0.0100
0.0053 0.0063 -0.0034
-0.0049 0.0038 -0.0076
0.0044 -0.0014 -0.0002
0.0362 -0.0528 -0.0196
-0.1047 0.0832 -0.2157
0.0476 0.0693 0.1676
-0.0049 0.0167 0.0060
-0.0101 0.0987 0.0332
0.0106 -0.0609 0.1145
-0.0232 -0.1212 -0.0142
0.0166 0.0086 0.0000
0.0151 -0.0083 -0.0281
-0.0289 -0.0359 -0.0709
0.0272 -0.0021 -0.0106

## Properties
HOMO (eV): -4.552
Relative energy (zero: lowest compared OMol25 entry of this formula, charge and spin) (kcal per mole): 2.3
E_LUMO (hartree): 0.08694
E_tot (hartree): -3612.57556
Charge: -1

***

Entry 3:
The following is a DFT calculation (ωB97M-V/def2-TZVPD) of a molecular structure, C22H33AuCl2N4O3.

Atoms and positions in Å:
1 O 1.491 1.008 -1.268
2 C 1.108 1.606 -2.383
3 C 1.024 3.146 -2.196
4 C 0.554 3.723 -1.011
5 H 0.207 3.082 -0.197
6 C 0.515 5.121 -0.888
7 H 0.177 5.565 0.053
8 C 0.902 5.933 -1.963
9 H 0.863 7.022 -1.876
10 C 1.332 5.347 -3.159
11 H 1.619 5.962 -4.016
12 C 1.414 3.957 -3.261
13 H 1.753 3.460 -4.174
14 H 1.894 1.431 -3.146
15 C -0.036 -0.315 -3.684
16 C -0.172 1.036 -3.074
17 H -0.349 -0.303 -4.737
18 H -0.662 -1.040 -3.153
19 H 1.012 -0.617 -3.621
20 C -1.302 1.757 -3.130
21 C -2.549 1.364 -3.850
22 H -1.352 2.726 -2.633
23 H -2.755 2.044 -4.693
24 H -3.400 1.438 -3.165
25 H -2.511 0.341 -4.245
26 Au -0.542 -0.238 0.403
27 Cl -1.677 1.639 1.122
28 Cl -2.188 -0.854 -1.115
29 C -3.164 -1.369 2.412
30 O -1.971 -1.685 2.552
31 N -4.183 -2.204 2.694
32 C -3.903 -3.543 3.179
33 C -5.564 -1.753 2.723
34 H -3.483 -0.381 2.031
35 H -2.871 -3.787 2.926
36 H -4.599 -4.247 2.713
37 H -4.047 -3.604 4.266
38 H -5.624 -0.755 2.270
39 H -5.937 -1.707 3.759
40 H -6.189 -2.462 2.161
41 H 1.440 -5.051 -0.522
42 H 4.011 -4.181 -0.417
43 C 1.418 -4.315 -1.338
44 C 3.703 -3.362 -1.083
45 N 2.255 -3.162 -1.013
46 H 0.393 -3.989 -1.519
47 C 1.722 -2.047 -0.528
48 O 0.480 -2.009 -0.240
49 H 4.207 -2.438 -0.784
50 H 2.384 -1.174 -0.418
51 H 1.832 -4.800 -2.230
52 H 3.994 -3.634 -2.106
53 N 3.398 0.121 5.258
54 C 2.545 0.192 4.212
55 C 3.004 0.466 2.904
56 C 2.111 0.424 1.845
57 N 0.814 0.086 2.025
58 C 0.339 -0.035 3.289
59 C 1.164 -0.034 4.396
60 H 4.389 0.273 5.143
61 H 3.064 -0.091 6.187
62 H 4.052 0.671 2.708
63 H 2.430 0.659 0.826
64 H -0.727 -0.180 3.400
65 H 0.739 -0.233 5.376

Cartesian forces, eV/Å:
0.2346 -1.5083 0.9436
-0.9870 2.5883 -0.9056
-0.0143 -0.2673 -0.1859
0.1898 0.1723 -0.1642
0.1298 0.2122 -0.2006
0.0901 -0.2351 -0.2427
0.0723 -0.1226 -0.3770
-0.0400 -0.2246 -0.0210
-0.0055 -0.3733 -0.0023
0.0944 -0.1042 0.0687
-0.0825 -0.1079 0.3401
-0.2077 0.0536 0.2408
-0.0520 0.3366 0.1301
0.1130 -0.2020 0.0351
0.1500 -0.2958 -0.1990
-0.6390 0.7000 0.2492
0.1870 -0.0510 0.2040
0.1827 0.0411 -0.0439
-0.0755 -0.2617 -0.1409
0.8280 0.0602 0.1450
-0.2090 -0.2647 -0.2197
0.1404 -0.1966 -0.1021
0.1338 -0.1063 0.2558
0.0869 -0.0956 -0.0746
-0.0396 0.2603 0.1803
-0.2295 0.2206 0.0715
-0.6999 1.1473 0.4283
-0.7842 -0.3807 -0.4642
1.0454 -0.3883 0.0763
-1.4184 0.3701 -0.1715
-0.0764 0.0139 0.1330
-0.1493 0.0910 0.0394
0.1336 -0.0486 -0.0663
0.2059 -0.1928 0.0727
-0.1796 -0.0347 0.0746
0.1434 0.0399 -0.0272
0.1097 0.0138 -0.1123
-0.0682 -0.3150 0.1117
0.0790 0.0288 -0.2710
0.0817 0.2893 0.0831
-0.1033 0.2183 -0.1048
-0.1152 0.2612 -0.0785
0.1549 -0.1375 0.0755
-0.2527 0.1023 -0.1561
0.5578 -0.2821 -0.1119
0.1934 -0.0297 0.0825
-2.5434 -0.1605 0.5393
3.1516 -0.7027 -0.8694
-0.0284 -0.2239 -0.0884
-0.2014 -0.3780 0.0309
-0.1183 0.1737 0.1167
-0.0222 0.1359 0.2039
0.5191 0.0274 0.5826
-0.4509 -0.2055 -0.4581
-0.2864 -0.0522 -0.0523
-0.3914 -0.4394 0.7558
0.7824 0.7370 0.6876
0.6565 -0.1566 -0.3052
0.2807 0.2013 -0.5065
-0.3230 -0.0228 -0.0037
0.0835 0.0959 -0.3338
-0.1092 0.0820 0.1097
-0.1919 -0.1420 0.3312
0.1490 -0.1100 -0.2342
0.1349 0.1455 -0.1045

## Properties
Spin multiplicity: 3
Expectation value of S²: 2.010
HOMO (alpha / beta) (eV): -6.227 / -7.979
Relative energy (zero: lowest compared OMol25 entry of this formula, charge and spin) (kcal per mole): 0.0
E_LUMO (alpha / beta) (hartree): 0.01416 / -0.05425
E_tot (hartree): -2358.86385
Charge: 0